[1]
Below is a structure of composition C41H39BeN3O7P2, with properties calculated with ωB97M-V with the def2-TZVPD basis set.

HOMO	-7.65	eV
total energy	-2973.82182	Ha
ΔE to the lowest compared entry with this formula, charge and spin	0.0	kcal per mole
frontier orbital gap	4.6295	eV
LUMO energy	-3.016	eV
F_max	0.062	hartree/bohr

Last column: Löwdin charge in e.
Atoms and positions in Å:
1 Be -0.8636 5.1308 2.6068  0.252
2 C -0.7016 0.9371 5.2445  -0.115
3 C -0.2085 0.2230 4.2327  -0.104
4 C -0.9967 -0.8238 3.4787  -0.191
5 C -1.5230 -0.3769 2.1054  -0.190
6 C -2.1236 0.9913 2.1005  -0.109
7 C -2.8057 1.5575 3.0983  -0.111
8 C -3.1728 0.9572 4.4259  -0.188
9 C -2.1486 1.0400 5.5903  -0.180
10 C -1.4431 4.7183 1.0237  -0.136
11 H -0.0422 1.5244 5.8831  0.095
12 H 0.8729 0.1832 4.0382  0.098
13 H -1.8538 -1.1605 4.0728  0.098
14 H -0.3379 -1.6927 3.3079  0.111
15 H -0.7061 -0.4069 1.3717  0.070
16 H -2.2581 -1.1145 1.7463  0.121
17 H -1.9565 1.5608 1.1806  0.097
18 H -3.2249 2.5611 2.9386  0.092
19 H -3.5317 -0.0768 4.3208  0.106
20 H -4.0339 1.5544 4.7716  0.106
21 H -2.2718 2.0040 6.0959  0.068
22 H -2.4079 0.2697 6.3345  0.124
23 H -1.7343 5.6434 0.4907  -0.003
24 H -2.3838 4.1832 1.2348  -0.020
25 H -0.9147 4.0702 0.2942  0.002
26 P 3.2162 -2.8516 -3.0732  0.994
27 P 0.6140 -2.4842 -4.9138  0.994
28 C 1.9284 -4.1298 -3.1149  -0.333
29 C 0.8680 -4.0039 -3.9560  -0.353
30 C 4.7485 -3.8878 -3.1862  -0.390
31 C 4.7859 -5.2481 -2.8495  -0.098
32 C 5.9960 -5.9477 -2.8883  -0.085
33 C 7.1626 -5.3070 -3.3080  -0.091
34 C 7.1196 -3.9681 -3.7120  -0.090
35 C 5.9195 -3.2614 -3.6623  -0.109
36 C 3.1270 -2.3756 -1.3110  -0.382
37 C 2.0026 -1.6165 -0.9298  -0.099
38 C 1.8522 -1.2176 0.3967  -0.083
39 C 2.7903 -1.6055 1.3652  -0.085
40 C 3.9118 -2.3526 0.9785  -0.085
41 C 4.0936 -2.7196 -0.3592  -0.086
42 C 0.2229 -3.3243 -6.5474  -0.359
43 C 1.2823 -3.9825 -7.2036  -0.111
44 C 1.0459 -4.7105 -8.3704  -0.092
45 C -0.2479 -4.7787 -8.9017  -0.098
46 C -1.2980 -4.1044 -8.2737  -0.089
47 C -1.0600 -3.3628 -7.1110  -0.089
48 C -1.0469 -1.9737 -4.3558  -0.420
49 C -1.4580 -0.6661 -4.6890  -0.113
50 C -2.7453 -0.2387 -4.3690  -0.089
51 C -3.6260 -1.0964 -3.6917  -0.088
52 C -3.1971 -2.3755 -3.3206  -0.084
53 C -1.9022 -2.8067 -3.6272  -0.094
54 H 2.0160 -4.9633 -2.4054  0.071
55 H 0.1454 -4.8160 -4.1186  0.079
56 H 3.8757 -5.7662 -2.5551  0.086
57 H 6.0151 -6.9943 -2.5860  0.103
58 H 8.1042 -5.8511 -3.3231  0.101
59 H 8.0246 -3.4732 -4.0620  0.102
60 H 5.8764 -2.2206 -3.9865  0.098
61 H 1.2478 -1.3500 -1.6725  0.097
62 H 1.0065 -0.5909 0.6838  0.076
63 H 2.6414 -1.3213 2.4134  0.097
64 H 4.6509 -2.6485 1.7259  0.102
65 H 4.9770 -3.2867 -0.6531  0.099
66 H 2.2873 -3.9363 -6.7808  0.100
67 H 1.8695 -5.2280 -8.8647  0.102
68 H -0.4335 -5.3560 -9.8061  0.099
69 H -2.3073 -4.1534 -8.6846  0.102
70 H -1.8854 -2.8334 -6.6337  0.097
71 H -0.7682 0.0010 -5.2091  0.101
72 H -3.0706 0.7653 -4.6490  0.103
73 H -4.6391 -0.7629 -3.4469  0.103
74 H -3.8724 -3.0479 -2.7885  0.103
75 H -1.5699 -3.7930 -3.3101  0.090
76 O -3.7014 8.9204 8.3217  0.079
77 N -3.2785 9.0912 7.1623  -0.315
78 O -3.2907 10.2089 6.6091  0.071
79 C -2.7450 7.9616 6.4126  -0.115
80 C -2.8277 6.6677 6.9365  0.119
81 C -2.3802 5.5901 6.1651  -0.030
82 C -1.8777 5.7611 4.8237  -0.156
83 O -1.5496 4.7924 4.0047  0.014
84 C -1.6078 7.1067 4.4432  -0.060
85 C -2.1120 8.1801 5.1897  0.120
86 N -0.6540 7.3891 3.4310  -0.169
87 O -0.4107 8.5466 3.1140  0.163
88 O 0.0385 6.3978 2.8700  0.034
89 N -2.0668 4.3992 6.9346  -0.305
90 O -2.8759 4.0772 7.8338  0.078
91 O -1.0054 3.7934 6.6974  0.089
92 H -3.2041 6.4999 7.9472  0.146
93 H -1.9763 9.1831 4.8124  0.138

Cartesian forces (eV/Å) of the 2 atoms listed first:
Be -0.579 -1.053 -0.558
C 0.497 -0.065 -0.460

[2]
Below is a structure of composition C41H39Br5N7O4S2Tl, with properties calculated with ωB97M-V with the def2-TZVPD basis set.

HOMO	-1.75	eV
net charge	-2
total energy	-16109.08687	Ha
ΔE to the lowest compared entry with this formula, charge and spin	18.0	kcal per mole
frontier orbital gap	5.3357	eV
LUMO energy	3.583	eV
F_max	0.011	hartree/bohr

Last column: Löwdin charge in e.
Atoms and positions in Å:
1 Tl -0.6197 -1.0395 -0.6982  0.943
2 C -3.6095 -0.3138 1.7750  -0.055
3 O -2.2150 -0.4596 2.0172  -0.130
4 C -1.7612 -0.3991 3.2860  -0.194
5 C -2.5746 -0.2678 4.4076  -0.055
6 C -1.9901 -0.2196 5.6680  -0.676
7 Br -3.1277 -0.0447 7.1867  0.689
8 C -0.6358 -0.3128 5.8556  -0.091
9 C 0.1838 -0.4571 4.7301  -0.067
10 C -0.3631 -0.4842 3.4528  -0.175
11 O 0.4121 -0.6411 2.3400  -0.084
12 C 1.6274 -0.6245 4.9536  -0.247
13 N 2.2484 -0.3220 6.0683  0.169
14 C 3.5606 -0.6948 5.8504  -0.233
15 C 4.6706 -0.5987 6.6882  -0.033
16 C 5.8862 -1.0471 6.2103  -0.118
17 C 6.0123 -1.5850 4.9196  -0.111
18 C 4.9259 -1.6880 4.0720  -0.021
19 C 3.7060 -1.2353 4.5614  -0.185
20 N 2.4509 -1.1719 4.0110  0.182
21 H -3.9819 0.6162 2.2121  0.099
22 H -4.1595 -1.1690 2.1774  0.097
23 H -3.6999 -0.2547 0.6879  0.060
24 H -3.6441 -0.1991 4.3042  0.094
25 H -0.1863 -0.2892 6.8365  0.100
26 H 0.8925 0.1901 2.1164  -0.035
27 H 4.5703 -0.1818 7.6808  0.102
28 H 6.7640 -0.9819 6.8400  0.087
29 H 6.9821 -1.9245 4.5802  0.092
30 H 5.0208 -2.1003 3.0766  0.103
31 H 2.1387 -1.4681 3.0973  0.131
32 Br 3.4432 -7.1032 -2.4437  0.626
33 C 2.0562 -5.8055 -2.4699  -0.782
34 C 0.8567 -6.0739 -3.0917  -0.785
35 Br 0.5457 -7.7437 -3.9365  0.625
36 C -0.1551 -5.0928 -3.0645  -0.639
37 Br -1.8119 -5.3661 -3.9588  0.691
38 C -0.0141 -3.8668 -2.4254  -0.451
39 O -0.9478 -2.9686 -2.4061  -0.297
40 C 1.2465 -3.5829 -1.7432  -0.451
41 O 1.3922 -2.4820 -1.1154  -0.303
42 C 2.2395 -4.5731 -1.8257  -0.621
43 Br 3.8886 -4.1382 -0.9760  0.719
44 N -1.4180 2.3052 -0.3053  0.109
45 C -2.5424 2.9949 0.0823  -0.269
46 C -2.4688 3.9662 1.0871  -0.053
47 C -3.5787 4.7030 1.4629  -0.136
48 C -4.7977 4.4805 0.8397  -0.140
49 C -4.8743 3.5120 -0.1548  -0.069
50 C -3.7775 2.7638 -0.5712  -0.133
51 C -3.9389 1.7171 -1.6272  -0.233
52 C -4.8463 1.9704 -2.6633  -0.100
53 C -5.1918 0.9700 -3.5598  -0.140
54 C -4.6196 -0.2867 -3.4085  -0.141
55 C -3.6630 -0.4933 -2.4171  -0.167
56 C -3.2501 0.4907 -1.5017  -0.137
57 H -0.6613 2.2527 0.3593  0.027
58 H -1.6419 1.4252 -0.7786  -0.051
59 H -1.5144 4.1247 1.5767  0.101
60 H -3.4892 5.4445 2.2484  0.085
61 H -5.6820 5.0299 1.1367  0.078
62 H -5.8357 3.3076 -0.6125  0.098
63 H -5.2911 2.9561 -2.7717  0.092
64 H -5.8956 1.1719 -4.3615  0.079
65 H -4.8927 -1.0947 -4.0798  0.086
66 H -3.2100 -1.4837 -2.3789  0.064
67 C 3.5467 -0.5323 -1.5813  -0.063
68 N 3.2269 0.0912 -0.2979  -0.157
69 C 3.2997 -0.8259 0.8255  -0.093
70 C 2.7055 1.3045 -0.1699  -0.741
71 S 1.9292 1.8424 1.2319  0.731
72 N 2.8758 2.1469 -1.2608  -0.245
73 C 4.2565 2.4374 -1.6093  -0.069
74 C 2.0115 3.3103 -1.3589  -0.156
75 H 2.9796 -1.4635 -1.6458  0.040
76 H 4.6173 -0.7533 -1.6222  0.087
77 H 3.2590 0.1216 -2.3978  0.064
78 H 4.1552 -1.4829 0.6670  0.069
79 H 2.4068 -1.4537 0.8644  0.078
80 H 3.4311 -0.2540 1.7430  0.047
81 H 4.8841 1.5670 -1.4376  0.074
82 H 4.6454 3.2710 -1.0085  0.090
83 H 4.3216 2.7069 -2.6653  0.090
84 H 0.9686 3.0153 -1.2743  0.025
85 H 2.1656 3.7437 -2.3479  0.082
86 H 2.2425 4.0626 -0.5953  0.069
87 C -1.7015 2.2221 -4.9847  -0.041
88 N -1.4743 0.7976 -4.9899  -0.120
89 C -2.1748 -0.1312 -5.7380  -0.079
90 C -1.7836 -1.3494 -5.3133  -0.084
91 N -0.8520 -1.1582 -4.3241  0.087
92 C -0.6576 0.1554 -4.1159  -0.769
93 S 0.3922 0.9060 -3.0165  0.612
94 H -2.0946 2.5196 -5.9559  0.083
95 H -0.7585 2.7295 -4.7875  0.059
96 H -2.4107 2.4878 -4.1981  0.087
97 H -2.8942 0.1656 -6.4760  0.110
98 H -2.1037 -2.3350 -5.5928  0.103
99 H -0.5579 -1.9275 -3.6758  0.106

Cartesian forces (eV/Å) of the 2 atoms listed first:
Tl -0.162 -0.023 -0.008
C -0.017 0.089 -0.039

[3]
Below is a structure of composition C41H39BrIKN4O2P2S2Se2, with properties calculated with ωB97M-V with the def2-TZVPD basis set.

HOMO	0.03	eV
net charge	-2
total energy	-11709.01946	Ha
ΔE to the lowest compared entry with this formula, charge and spin	29.0	kcal per mole
frontier orbital gap	3.4578	eV
LUMO energy	3.489	eV
F_max	0.012	hartree/bohr

Last column: Löwdin charge in e.
Atoms and positions in Å:
1 K -2.1739 -1.2296 0.9873  0.311
2 Se 4.7222 2.6731 0.2498  0.314
3 P 4.3101 0.6102 0.1258  0.546
4 C 4.9576 -0.0785 -1.4497  -0.347
5 C 6.1554 0.4284 -1.9578  -0.117
6 C 6.6748 -0.0590 -3.1438  -0.093
7 C 5.9933 -1.0464 -3.8469  -0.099
8 C 4.7972 -1.5465 -3.3501  -0.082
9 C 4.2834 -1.0718 -2.1527  -0.079
10 C 5.2149 -0.2854 1.4241  -0.351
11 C 4.9810 0.0926 2.7446  -0.094
12 C 5.6457 -0.5442 3.7765  -0.084
13 C 6.5587 -1.5540 3.4975  -0.101
14 C 6.7905 -1.9316 2.1844  -0.094
15 C 6.1148 -1.3030 1.1483  -0.078
16 C 2.6556 -0.0413 0.2739  -0.447
17 C 1.3190 0.3786 0.2158  -0.415
18 N 0.5735 -0.7100 0.4633  -0.074
19 N 1.3822 -1.7384 0.6620  -0.066
20 N 2.6372 -1.3653 0.5669  -0.022
21 P 0.3965 1.9250 0.0332  0.565
22 Se -1.6636 1.6785 -0.4174  0.330
23 C 0.5811 2.7423 1.6509  -0.329
24 C -0.3205 2.3453 2.6428  -0.094
25 C -0.2285 2.8878 3.9125  -0.070
26 C 0.7436 3.8373 4.1962  -0.102
27 C 1.6323 4.2406 3.2098  -0.102
28 C 1.5555 3.6921 1.9369  -0.120
29 C 1.3145 2.8785 -1.2005  -0.365
30 C 1.0911 4.2504 -1.2939  -0.098
31 C 1.7060 4.9884 -2.2897  -0.088
32 C 2.5243 4.3597 -3.2200  -0.100
33 C 2.7189 2.9898 -3.1533  -0.095
34 C 2.1178 2.2535 -2.1462  -0.123
35 H 6.6580 1.2258 -1.4248  0.070
36 H 7.6059 0.3410 -3.5261  0.096
37 H 6.3928 -1.4196 -4.7822  0.094
38 H 4.2557 -2.3123 -3.8923  0.095
39 H 3.3638 -1.4812 -1.7544  0.080
40 H 4.2737 0.8848 2.9584  0.103
41 H 5.4483 -0.2532 4.8002  0.100
42 H 7.0820 -2.0487 4.3070  0.093
43 H 7.4909 -2.7270 1.9604  0.095
44 H 6.2833 -1.6227 0.1280  0.100
45 H -1.1174 1.6316 2.4461  0.036
46 H -0.9396 2.5585 4.6605  0.101
47 H 0.8058 4.2670 5.1898  0.091
48 H 2.3941 4.9803 3.4263  0.093
49 H 2.2680 3.9888 1.1797  0.039
50 H 0.4308 4.7379 -0.5871  0.112
51 H 1.5388 6.0574 -2.3440  0.097
52 H 3.0053 4.9402 -3.9979  0.093
53 H 3.3568 2.4890 -3.8715  0.101
54 H 2.2795 1.1831 -2.0953  0.079
55 C -5.0042 1.9456 4.2795  -0.209
56 C -4.5505 1.1000 3.1012  -0.839
57 S -3.2450 -0.0156 3.5512  0.299
58 C -5.1391 1.2560 1.8961  -0.827
59 C -6.2443 2.2650 1.6981  -0.196
60 S -4.7871 0.4053 0.3741  0.316
61 H -4.4047 1.6962 5.1511  0.014
62 H -6.0570 1.7745 4.5380  0.057
63 H -4.8896 3.0193 4.0860  0.058
64 H -6.5274 2.8024 2.6079  0.039
65 H -7.1389 1.7736 1.3000  0.039
66 H -5.9518 2.9989 0.9409  0.052
67 O -0.7645 -5.0032 -1.3134  0.124
68 C -1.3691 -3.8210 -1.2976  -0.497
69 O -1.9183 -3.3804 -0.3202  -0.097
70 C -1.3609 -3.0894 -2.6426  -0.222
71 N -0.4353 -3.7695 -3.5764  -0.034
72 C 0.7708 -2.9162 -3.7380  -0.182
73 C 0.6431 -1.8258 -2.6758  -0.168
74 C -0.8631 -1.6516 -2.5346  -0.118
75 H -2.3922 -3.1410 -3.0017  0.159
76 H -0.8848 -3.9209 -4.4664  0.110
77 H -0.3887 -5.0650 -2.2219  0.095
78 H 0.7895 -2.4802 -4.7419  0.110
79 H 1.6742 -3.5170 -3.6128  0.100
80 H 1.1475 -0.9036 -2.9658  0.107
81 H 1.0701 -2.1536 -1.7260  0.088
82 H -1.2642 -1.0732 -3.3713  0.127
83 H -1.1636 -1.1376 -1.6250  0.054
84 Br -7.8503 -5.7926 -0.8717  0.642
85 C -8.1514 -4.0449 -0.1808  -0.744
86 C -9.4660 -3.6791 0.0690  -0.170
87 C -9.7383 -2.4149 0.5637  -0.104
88 C -8.6993 -1.5213 0.7952  -0.075
89 C -7.3882 -1.8890 0.5462  -0.151
90 C -7.1058 -3.1658 0.0592  -0.733
91 I -5.0938 -3.6204 -0.2122  1.006
92 H -10.2616 -4.3849 -0.1265  0.084
93 H -10.7646 -2.1317 0.7631  0.093
94 H -8.8930 -0.5237 1.1677  0.103
95 H -6.5768 -1.1714 0.6729  -0.015

Cartesian forces (eV/Å) of the 2 atoms listed first:
K -0.269 0.414 0.408
Se -0.036 0.146 0.080